Entry from the OMol25 dataset: a 2-piece molecular cluster, C16H17N overall (the ωB97M-V functional and the def2-TZVPD basis).

Structure (SMILES) = Cc1c[nH]c2ccccc12.Cc1ccccc1
E_tot = -18358.11286 eV

Structure (ORCA input):
```
! RIJCOSX wB97M-V def2-TZVPD def2/J DEFGRID3
* xyz 0 1
C 1.897 -1.047 -2.489
C 2.520 -0.566 -1.228
C 2.764 -1.231 -0.080
N 3.164 -0.353 0.910
C 3.194 0.914 0.392
C 3.643 2.104 0.969
C 3.611 3.242 0.192
C 3.094 3.205 -1.116
C 2.692 2.010 -1.686
C 2.782 0.827 -0.951
H 0.848 -0.739 -2.583
H 1.908 -2.122 -2.664
H 2.403 -0.600 -3.343
H 2.679 -2.289 0.118
H 3.609 -0.644 1.763
H 4.173 2.057 1.909
H 3.921 4.205 0.568
H 2.953 4.117 -1.683
H 2.353 2.053 -2.712
C -3.669 -2.039 -1.052
C -3.643 -1.326 0.273
C -4.669 -0.493 0.666
C -4.617 0.127 1.918
C -3.536 -0.046 2.763
C -2.500 -0.884 2.364
C -2.546 -1.498 1.127
H -4.422 -2.831 -1.027
H -2.737 -2.538 -1.306
H -3.932 -1.352 -1.855
H -5.550 -0.299 0.070
H -5.456 0.752 2.201
H -3.526 0.457 3.724
H -1.668 -1.036 3.038
H -1.737 -2.140 0.809
*
```

Results of the Löwdin charge analysis, in e, for atoms 1 through 6: -0.05, -0.24, -0.06, 0.07, -0.22, -0.03


Entry from the OMol25 dataset: C55H42BaN4O5P2S5 as an isolated structure in a non-equilibrium geometry (the ωB97M-V functional and the def2-TZVPD basis).

E_tot = -147361.79999 eV

Structure (ORCA input):
```
! RIJCOSX wB97M-V def2-TZVPD def2/J DEFGRID3
* xyz 0 1
Ba -0.497 1.492 -0.463
O -0.883 -2.307 -2.610
S -0.912 -1.823 -1.199
C 0.165 -2.959 -0.298
C -0.286 -4.280 -0.227
C 0.480 -5.268 0.348
C 1.722 -4.933 0.872
C 2.179 -3.636 0.775
C 1.440 -2.609 0.159
P 2.396 -1.022 0.284
C 3.973 -1.600 -0.523
C 4.024 -2.265 -1.752
C 5.238 -2.546 -2.358
C 6.431 -2.179 -1.739
C 6.397 -1.540 -0.510
C 5.174 -1.251 0.090
C 1.807 0.234 -0.829
C 2.446 1.589 -0.469
C 1.786 2.966 -0.857
C 1.323 3.162 -2.095
C 1.268 2.067 -3.151
C 1.568 0.107 -2.309
C -2.509 -2.345 -0.514
C -3.298 -3.099 -1.365
C -4.562 -3.498 -0.954
C -5.030 -3.133 0.299
C -4.238 -2.360 1.139
C -2.968 -1.950 0.748
P -1.936 -0.834 1.758
C -0.947 -1.919 2.834
C -1.174 -3.281 3.001
C -0.333 -4.033 3.811
C 0.729 -3.426 4.467
C 0.959 -2.066 4.306
C 0.133 -1.317 3.483
C -3.108 -0.018 2.892
C -4.019 0.880 2.331
C -4.894 1.582 3.144
C -4.856 1.412 4.523
C -3.943 0.533 5.084
C -3.072 -0.184 4.272
H -1.259 -4.525 -0.632
H 0.109 -6.283 0.402
H 2.337 -5.681 1.356
H 3.153 -3.400 1.188
H 3.104 -2.581 -2.232
H 5.257 -3.062 -3.310
H 7.379 -2.412 -2.207
H 7.321 -1.275 -0.010
H 5.145 -0.764 1.060
H 2.734 1.615 0.581
H 1.799 3.752 -0.102
H 0.950 4.136 -2.390
H 1.096 2.536 -4.119
H 1.576 -0.927 -2.650
H -2.916 -3.342 -2.349
H -5.185 -4.081 -1.620
H -6.018 -3.435 0.621
H -4.617 -2.050 2.105
H -2.001 -3.760 2.490
H -0.510 -5.095 3.928
H 1.381 -4.015 5.101
H 1.788 -1.583 4.808
H 0.332 -0.258 3.344
H -4.033 1.039 1.258
H -5.595 2.276 2.697
H -5.533 1.968 5.159
H -3.905 0.400 6.158
H -2.363 -0.869 4.719
N 2.582 0.469 -4.505
C 1.335 0.150 -5.091
C 1.223 -0.318 -6.392
C -0.032 -0.632 -6.897
C -1.170 -0.490 -6.114
C -1.061 -0.016 -4.814
C 0.184 0.309 -4.314
N 0.327 0.854 -2.986
C 2.458 1.044 -3.185
C 3.765 1.395 -2.586
C 5.021 1.432 -3.089
S 6.149 1.869 -1.880
C 4.927 1.979 -0.734
N 3.753 1.701 -1.241
H 3.222 0.939 -5.129
H 2.111 -0.447 -7.000
H -0.117 -0.999 -7.911
H -2.140 -0.748 -6.516
H -1.922 0.107 -4.168
H 5.341 1.201 -4.091
H 5.062 2.239 0.306
C -5.794 1.561 -3.052
O -4.822 2.565 -2.771
C -3.726 2.261 -2.055
S -2.697 3.571 -1.799
S -3.490 0.651 -1.546
H -6.591 2.081 -3.578
H -6.170 1.110 -2.135
H -5.371 0.776 -3.680
O 1.662 1.980 4.306
S 1.425 2.883 3.211
O 2.600 3.325 2.481
N 0.326 2.307 2.175
C -0.753 3.127 2.083
O -1.689 2.964 1.290
C -0.699 4.286 3.034
C -1.639 5.283 3.212
C -1.369 6.262 4.160
C -0.188 6.236 4.901
C 0.759 5.237 4.710
C 0.471 4.273 3.765
H -2.549 5.281 2.627
H -2.082 7.058 4.331
H -0.008 7.010 5.636
H 1.678 5.210 5.280
*
```

Results of the Löwdin charge analysis, in e, for atoms 1 through 6: 1.72, -0.47, 0.86, -0.34, -0.08, -0.07


Entry from the OMol25 dataset: a 3-piece molecular cluster, C5H12O2 overall in a non-equilibrium geometry (the ωB97M-V functional and the def2-TZVPD basis).

Structure (SMILES) = C=C/C=C/C.O.O
E_tot = -9473.09020 eV

Structure (ORCA input):
```
! RIJCOSX wB97M-V def2-TZVPD def2/J DEFGRID3
* xyz 0 1
C 0.498 2.492 -0.793
C 0.111 1.377 -1.399
C 0.451 -0.012 -0.977
C -0.403 -1.018 -1.173
C -0.171 -2.456 -0.792
H 0.262 3.523 -1.029
H 1.204 2.490 0.035
H -0.442 1.392 -2.334
H 1.463 -0.185 -0.625
H -1.314 -0.752 -1.701
H 0.878 -2.730 -0.708
H -0.465 -3.060 -1.655
H -0.739 -2.607 0.121
O -0.541 -1.451 2.183
H -1.184 -0.799 2.400
H 0.282 -1.060 2.531
O -0.094 1.475 2.333
H -0.587 1.644 1.533
H 0.791 1.736 2.049
*
```

Results of the Löwdin charge analysis, in e, for atoms 1 through 6: -0.02, -0.18, -0.14, -0.16, -0.10, 0.05


Entry from the OMol25 dataset: a 2-piece molecular cluster, C3H7NO2 overall (the ωB97M-V functional and the def2-TZVPD basis).

E_tot = -8805.45060 eV

Structure (ORCA input):
```
! RIJCOSX wB97M-V def2-TZVPD def2/J DEFGRID3
* xyz 0 1
N -1.803 -1.164 -0.738
C -0.625 -0.505 -0.980
O -0.377 0.058 -2.031
C 0.071 1.157 0.458
C 1.396 0.552 0.429
O 1.402 -0.739 0.692
H -1.800 -1.882 -0.028
H -2.374 -1.354 -1.553
H -0.596 0.869 1.267
H -0.118 2.116 -0.024
H 2.017 0.917 -0.409
H 1.678 1.196 1.334
H 0.236 -0.814 -0.153
*
```

Results of the Löwdin charge analysis, in e, for atoms 1 through 6: 0.13, -0.46, 0.03, 0.13, -0.50, -0.15